Formula: C3H7NS
Source: OMol25
Level of theory: ωB97M-V/def2-TZVPD

Last column: Mulliken charge in e.
Cartesian coordinates (Å):
C1 -1.3870 -0.0201 1.2404  -0.473
C2 -0.3858 0.8509 1.2886  -0.553
C3 -0.0498 -0.3379 -1.5534  -0.460
N1 0.9131 -1.0085 -1.1054  -0.259
S1 2.3156 -0.1581 -0.7586  -0.135
H1 -1.4446 -1.0647 1.4738  0.323
H2 -2.1593 0.4369 0.5394  0.203
H3 -0.5679 1.8590 0.9692  0.234
H4 0.6199 0.8245 1.7550  0.283
H5 0.0820 0.7154 -1.7763  0.364
H6 -0.9654 -0.9243 -1.7332  0.322
H7 3.0293 -1.1732 -0.3395  0.151

## Properties
LUMO level: 0.91 eV
Molecular weight: 89.16 g mol⁻¹
SMILES: C=NS.C=C
Energy above the lowest of the compared OMol25 structures with the same formula, charge and spin: 240.3 kJ/mol
Kohn-Sham gap: 9.92 eV

Formula: C22H44Br14N3O3
Source: OMol25
Level of theory: ωB97M-V/def2-TZVPD

Last column: Mulliken charge in e.
Cartesian coordinates (Å):
C1 3.5403 0.2740 -0.4749  -0.886
C2 4.6884 1.1356 -1.0572  -0.135
O1 5.0274 0.7936 -2.3804  -0.547
C3 4.4589 2.6449 -0.8429  -0.617
N1 3.9052 3.3334 -2.0258  -0.410
C4 2.5620 2.9023 -2.3966  -0.705
C5 1.4761 3.5137 -1.4899  -0.146
O2 0.2083 3.5644 -2.1970  -0.360
N2 -0.6801 2.6304 -1.7933  0.929
C6 -1.2590 1.7617 -2.6597  -1.667
C7 -2.1678 0.9899 -2.0318  -0.050
N3 -2.0824 1.3992 -0.6995  0.354
C8 -1.1559 2.3965 -0.5712  0.038
O3 -0.7718 3.0965 0.4812  -0.370
H1 3.8234 0.0047 0.5484  0.468
H2 3.4151 -0.6583 -1.0252  0.428
H3 2.6051 0.8330 -0.3718  -0.139
H4 5.5644 0.8715 -0.4616  0.460
H5 4.4117 1.1896 -3.0047  0.386
H6 5.3902 3.1349 -0.5612  0.476
H7 3.7613 2.7742 0.0007  0.310
H8 3.8724 4.3167 -1.7812  0.317
H9 2.4625 1.8150 -2.4101  0.231
H10 2.3828 3.2431 -3.4216  0.363
H11 1.4261 2.9664 -0.5506  0.172
H12 1.7576 4.5514 -1.3108  0.243
H13 -1.0151 1.7430 -3.7091  0.685
H14 -2.8230 0.2305 -2.4203  0.432
H15 -2.6361 1.0318 0.0613  0.136
H16 -1.5544 3.4698 0.9400  0.046
Br1 0.3018 -3.0653 0.7824  -0.082
C9 1.2134 -1.6444 1.7460  0.275
C10 0.2344 -0.6625 2.3245  -0.742
Br2 -0.4920 0.5176 0.9327  0.130
H17 1.9105 -1.1906 1.0492  -0.390
H18 1.7680 -2.1410 2.5387  0.166
H19 0.7265 -0.0080 3.0421  0.447
H20 -0.6172 -1.1397 2.7990  0.400
Br3 -3.0911 5.6226 -2.1532  -0.072
C11 -4.1433 4.2160 -1.3216  0.242
C12 -4.8216 4.6894 -0.0685  -0.663
Br4 -3.5572 4.8180 1.4197  -0.134
H21 -3.4725 3.3867 -1.1361  -0.370
H22 -4.8731 3.9230 -2.0712  0.319
H23 -5.5702 3.9691 0.2538  0.316
H24 -5.2828 5.6663 -0.1715  0.487
Br5 -3.7902 2.5480 -4.3930  0.003
C13 -5.3935 3.3190 -5.1918  -0.662
C14 -5.3106 3.3397 -6.6943  -0.644
Br6 -4.1416 4.7586 -7.3208  -0.131
H25 -5.5115 4.3087 -4.7601  0.396
H26 -6.2112 2.6805 -4.8628  0.406
H27 -6.2862 3.5563 -7.1234  0.387
H28 -4.9311 2.4109 -7.1075  0.363
Br7 -5.9705 -0.6941 -2.4897  -0.093
C15 -5.3945 -1.3797 -0.7589  -0.553
C16 -6.1108 -0.7210 0.3857  -0.580
Br8 -5.4128 1.0694 0.7210  -0.085
H29 -4.3185 -1.2421 -0.7083  0.240
H30 -5.6197 -2.4431 -0.7891  0.399
H31 -5.9397 -1.2707 1.3084  0.354
H32 -7.1781 -0.6172 0.2205  0.405
Br9 0.6460 -5.0739 -3.0532  -0.138
C17 1.7661 -6.5840 -2.5495  -0.584
C18 1.9791 -6.6385 -1.0613  -0.591
Br10 3.2660 -5.3032 -0.4740  -0.132
H33 2.6934 -6.4884 -3.1048  0.381
H34 1.2292 -7.4668 -2.8891  0.351
H35 2.4062 -7.5960 -0.7711  0.372
H36 1.0662 -6.4649 -0.4989  0.344
Br11 1.5660 -3.5619 4.9916  -0.113
C19 2.0658 -5.4145 4.6602  -0.546
C20 1.6531 -5.8672 3.2861  -0.410
Br12 -0.2569 -6.2168 3.1866  -0.127
H37 1.6176 -6.0025 5.4543  0.410
H38 3.1493 -5.4399 4.7585  0.337
H39 2.1334 -6.8115 3.0393  0.374
H40 1.8761 -5.1366 2.5132  0.091
Br13 4.7714 -3.7843 7.5483  -0.126
C21 4.9631 -2.0029 8.3002  -0.592
C22 4.3893 -0.9548 7.3843  -0.498
Br14 5.5586 -0.5943 5.8715  -0.129
H41 6.0191 -1.8585 8.5035  0.379
H42 4.4140 -2.0252 9.2389  0.347
H43 4.2950 -0.0051 7.9063  0.353
H44 3.4262 -1.2420 6.9742  0.269

## Properties
LUMO level: -2.01 eV
Charge: +1
Molecular weight: 1517.27 g mol⁻¹
Kohn-Sham gap: 9.47 eV